a.
The following is a DFT calculation (the ωB97M-V functional and the def2-TZVPD basis) of a cluster of 2 separate species, CH2Cl2O3 in total.

Computed properties:
spin multiplicity	1
highest occupied orbital energy (spin up / spin down)	-9.09 / -9.10	eV
LUMO (spin up / spin down)	-2.60 / -2.60	eV
Kohn-Sham gap (spin up / spin down)	6.49 / 6.50	eV

Atoms and positions in Å:
1 C -0.18 0.07 -0.39
2 O 0.53 1.19 -0.73
3 O 1.29 -0.71 1.27
4 O -0.93 0.09 0.61
5 Cl -0.06 -1.41 -1.34
6 Cl -2.64 0.32 0.05
7 H 1.04 0.93 -1.55
8 H 0.94 -0.48 2.07

Just the Löwdin charges please, in e? Sure, here they are: C -0.927; O 0.092; O -0.202; O -0.417; Cl 0.765; Cl 0.642; H 0.146; H -0.099

***

b.
The following is a DFT calculation (the ωB97M-V functional and the def2-TZVPD basis) of a cluster of 2 separate species, CH2Cl2O3 in total.

Computed properties:
spin multiplicity	1
highest occupied orbital energy	-9.04	eV
LUMO	-1.05	eV
Kohn-Sham gap	7.99	eV

Atoms and positions in Å:
1 C 0.43 -0.23 -0.05
2 O -0.71 0.22 0.48
3 O 0.58 0.52 -1.95
4 O 0.65 -1.57 -0.23
5 Cl -0.64 1.58 -2.24
6 Cl 2.22 -1.79 -0.84
7 H 1.17 0.52 0.35
8 H -1.42 -0.22 0.02

Just the Löwdin charges please, in e? Sure, here they are: C -0.384; O 0.081; O -0.804; O -0.449; Cl 0.516; Cl 0.757; H 0.166; H 0.118

***

Energy comparison, zero being the most stable, in kcal/mol: a 8.3; b 0.0.

***

a.
The following is a DFT calculation (the ωB97M-V functional and the def2-TZVPD basis) of the molecule CH4ClNOP2.

Computed properties:
SMILES	C[N+]([O-])=[PH]=PCl
spin multiplicity	1
highest occupied orbital energy (spin up / spin down)	-8.44 / -7.95	eV
LUMO (spin up / spin down)	-0.21 / -1.83	eV
Kohn-Sham gap (spin up / spin down)	8.23 / 6.12	eV

Atoms and positions in Å:
1 C 0.59 -1.33 0.71
2 N 0.05 -0.40 -0.46
3 O -1.01 -0.93 -1.04
4 P 0.54 1.20 -0.82
5 P -0.85 2.77 -1.37
6 Cl -2.57 2.06 -0.66
7 H 0.04 -2.28 0.72
8 H 0.51 -0.74 1.69
9 H 1.65 -1.63 0.71
10 H 1.04 1.28 0.54

Löwdin population analysis, charges in e, atoms 1 to 8: C -0.060; N -0.579; O -0.173; P 0.527; P 0.093; Cl 0.028; H 0.077; H 0.083

***

b.
The following is a DFT calculation (the ωB97M-V functional and the def2-TZVPD basis) of a cluster of 2 separate species, CH4ClNOP2 in total.

Computed properties:
spin multiplicity	1
highest occupied orbital energy (spin up / spin down)	-8.90 / -8.24	eV
LUMO (spin up / spin down)	-1.12 / -1.41	eV
Kohn-Sham gap (spin up / spin down)	7.78 / 6.84	eV

Atoms and positions in Å:
1 C 1.90 0.01 0.25
2 N -0.57 -1.19 -0.03
3 O -1.53 -1.92 -0.35
4 P -1.64 1.00 0.15
5 P 1.02 -1.61 0.16
6 Cl -3.67 1.19 0.21
7 H 1.07 0.64 0.67
8 H 2.14 0.44 -0.74
9 H 2.88 0.02 0.81
10 H -1.59 1.43 -1.14

Löwdin population analysis, charges in e, atoms 1 to 8: C -0.402; N -0.612; O -0.198; P 0.441; P 0.869; Cl 0.058; H -0.027; H 0.027

***

Energy comparison, zero being the most stable, in kcal/mol: a 0.0; b 4.3.

***

a.
The following is a DFT calculation (the ωB97M-V functional and the def2-TZVPD basis) of the molecule C3H6ClN.

Computed properties:
SMILES	ClC1CNC1
spin multiplicity	1
highest occupied orbital energy	-9.34	eV
LUMO	0.89	eV
Kohn-Sham gap	10.23	eV

Atoms and positions in Å:
1 Cl 0.60 -1.10 -1.05
2 C 0.34 -0.22 0.46
3 C -1.12 -0.10 0.95
4 N -1.00 1.37 0.40
5 C 0.45 1.24 0.20
6 H 0.97 -0.69 1.26
7 H -1.07 -0.12 2.02
8 H -1.83 -0.78 0.57
9 H -1.18 2.01 1.17
10 H 0.83 1.47 -0.80
11 H 1.01 1.64 1.08

Löwdin population analysis, charges in e, atoms 1 to 8: Cl 0.603; C -0.732; C -0.138; N -0.034; C -0.277; H 0.107; H 0.091; H 0.084

***

b.
The following is a DFT calculation (the ωB97M-V functional and the def2-TZVPD basis) of a cluster of 2 separate species, C3H6ClN in total.

Computed properties:
spin multiplicity	1
highest occupied orbital energy (spin up / spin down)	-9.39 / -8.08	eV
LUMO (spin up / spin down)	0.29 / -0.33	eV
Kohn-Sham gap (spin up / spin down)	9.68 / 7.74	eV

Atoms and positions in Å:
1 C 0.42 -0.43 -0.09
2 C 1.41 -1.58 -0.01
3 C -1.71 2.03 0.11
4 N 0.66 0.74 0.24
5 Cl -2.43 0.74 -0.50
6 H -0.58 -0.80 -0.50
7 H 1.10 -2.19 0.74
8 H 2.17 -0.96 0.49
9 H 1.51 -2.24 -0.88
10 H -1.13 2.57 -0.74
11 H -1.41 2.10 1.14

Löwdin population analysis, charges in e, atoms 1 to 8: C -0.392; C -0.072; C -0.610; N 0.137; Cl 0.637; H 0.058; H 0.026; H 0.079

***

Energy comparison, zero being the most stable, in kcal/mol: a 0.0; b 73.7.